Record 1
Molecular formula: C2H3NO2S
Method: DFT, ωB97M-V/def2-TZVPD

The value obtained for the HOMO energy (spin up / spin down) is -9.94 / -9.94 eV. The total energy is -18537.5478 eV. The calculation puts the largest force on an atom at 5.642 eV/A. The HOMO-LUMO gap (spin up / spin down) comes out at 0.3289 / 0.3289 hartree.

CARTESIAN COORDINATES (ANGSTROEM)
1 C -1.20398 -0.19952 -0.35467
2 C 0.53826 0.65939 -0.86714
3 N -1.38682 -0.34914 0.87290
4 O 2.79710 0.56331 0.43223
5 O 1.56494 -1.44081 0.37661
6 S 1.52127 -0.02148 0.21188
7 H -1.79334 -0.25053 -1.18213
8 H 0.27132 1.64840 -0.72367
9 H -2.30875 -0.60963 1.23399

Results of the natural (NBO) charge analysis, in e, for atoms 1 through 4: number 1, C, carries 0.220; number 2, C, carries -0.726; number 3, N, carries -0.632; number 4, O, carries -0.857

=====

Record 2
Molecular formula: C2H3NO2S2
Method: DFT, ωB97M-V/def2-TZVPD

The value obtained for the HOMO energy is -9.27 eV. The total energy is -29376.1257 eV. The calculation puts the largest force on an atom at 2.584 eV/A. The HOMO-LUMO gap comes out at 0.3455 hartree.

CARTESIAN COORDINATES (ANGSTROEM)
1 C -0.41682 -0.98549 1.35122
2 C -0.54323 -0.55431 -0.09979
3 N 0.98909 1.08543 0.71218
4 O -1.06575 -1.82991 1.91698
5 O 0.05843 1.40847 -1.65250
6 S 0.54126 0.29734 2.14759
7 S -0.42974 1.29834 -0.27480
8 H 0.36396 -0.95462 -0.58217
9 H -1.59798 -0.97263 -0.30008
10 H 1.58006 1.88309 0.74609

Results of the natural (NBO) charge analysis, in e, for atoms 1 through 4: number 1, C, carries 0.400; number 2, C, carries -0.736; number 3, N, carries -1.008; number 4, O, carries -0.517

=====

Record 3
Molecular formula: C2H3NO2S2
Method: DFT, ωB97M-V/def2-TZVPD

The value obtained for the HOMO energy is -8.85 eV. The total energy is -29375.6250 eV. As for the SMILES: O=C(O)C(=S)NS. The calculation puts the largest force on an atom at 6.708 eV/A. The HOMO-LUMO gap comes out at 0.2972 hartree.

CARTESIAN COORDINATES (ANGSTROEM)
1 O 2.35395 0.76270 -0.21222
2 C 1.22654 0.22113 -0.01538
3 O 1.31410 -1.17051 0.22904
4 C -0.24754 0.63548 -0.18210
5 S -0.64562 2.24222 0.06074
6 N -0.94607 -0.40454 -0.06263
7 S -2.50455 -0.36613 -0.07333
8 H 2.24666 -1.62300 0.07574
9 H -0.43471 -1.37728 -0.30136
10 H -2.36277 1.07994 0.48150

Results of the natural (NBO) charge analysis, in e, for atoms 1 through 4: number 1, O, carries -0.534; number 2, C, carries 0.741; number 3, O, carries -0.769; number 4, C, carries -0.028

=====

Record 4
Molecular formula: C2H3NO3
Method: DFT, ωB97M-V/def2-TZVPD

The value obtained for the HOMO energy is -9.08 eV. The total energy is -9752.6847 eV. As for the SMILES: O=C=O.CN=O. The calculation puts the largest force on an atom at 3.471 eV/A. The HOMO-LUMO gap comes out at 0.3422 hartree.

CARTESIAN COORDINATES (ANGSTROEM)
1 O 1.02998 3.03959 1.01814
2 C 1.12942 1.91312 0.94358
3 O 1.20037 0.75708 0.87901
4 C -0.59764 -1.35974 -0.41310
5 N -0.04708 0.01624 -0.79117
6 O -0.87990 0.86252 -0.73267
7 H -0.00557 -2.09374 -1.12059
8 H -0.15851 -1.56825 0.63097
9 H -1.67108 -1.56681 -0.41419

Results of the natural (NBO) charge analysis, in e, for atoms 1 through 4: number 1, O, carries -0.490; number 2, C, carries 1.035; number 3, O, carries -0.530; number 4, C, carries -0.542

=====

Record 5
Molecular formula: C2H3NO3
Method: DFT, ωB97M-V/def2-TZVPD

The value obtained for the HOMO energy is -9.64 eV. The total energy is -9752.3604 eV. As for the SMILES: OC1=NC1(O)O. The calculation puts the largest force on an atom at 5.266 eV/A. The HOMO-LUMO gap comes out at 0.3718 hartree.

CARTESIAN COORDINATES (ANGSTROEM)
1 O -2.43133 -0.04967 0.33756
2 C -1.08283 0.04102 -0.02458
3 N -0.55683 -0.09583 -1.18763
4 C 0.46496 0.09314 -0.12561
5 O 0.99118 1.37147 0.05942
6 O 1.23483 -0.92172 0.27521
7 H -2.93854 -0.10927 -0.41935
8 H 1.87986 1.23419 0.33206
9 H 1.60901 -1.47555 -0.56440

Results of the natural (NBO) charge analysis, in e, for atoms 1 through 4: number 1, O, carries -0.656; number 2, C, carries 0.422; number 3, N, carries -0.486; number 4, C, carries 0.630

=====

Record 6
Molecular formula: C2H3NO3
Method: DFT, ωB97M-V/def2-TZVPD

The value obtained for the HOMO energy is -10.48 eV. The total energy is -9748.8095 eV. As for the SMILES: O=[N+]([O-])O.C#C. The calculation puts the largest force on an atom at 1.327 eV/A. The HOMO-LUMO gap comes out at 0.4046 hartree.

CARTESIAN COORDINATES (ANGSTROEM)
1 O 2.52960 -0.42623 -0.44864
2 N 1.54466 -0.71710 0.12220
3 O 0.41002 -0.54330 -0.16722
4 O 1.76321 -1.37175 1.33415
5 H 0.92676 -1.63079 1.75390
6 C -1.75026 1.59718 -0.23179
7 C -1.83761 0.74786 -1.06523
8 H -1.64773 2.33679 0.50653
9 H -1.93865 0.00734 -1.80390

Results of the natural (NBO) charge analysis, in e, for atoms 1 through 4: number 1, O, carries -0.325; number 2, N, carries 0.744; number 3, O, carries -0.364; number 4, O, carries -0.551